--- A ---
{
  "formula": "C2H4OS",
  "method": "ωB97M-V/def2-TZVPD",
  "symbols": ["C", "O", "C", "S", "H", "H", "H", "H"],
  "positions_angstrom": [[-0.97, -0.50, -0.02], [-0.13, 0.62, -0.34], [1.11, 0.75, 0.00], [2.43, -0.24, -0.14], [-1.35, -0.43, 0.98], [-0.44, -1.46, -0.10], [-1.77, -0.46, -0.82], [1.12, 1.73, 0.43]],
  "total_charge": 0,
  "homo_energy_ev": -8.982,
  "homo_lumo_gap_ev": 9.162,
  "e_lumo_ev": 0.18
}

---

--- B ---
{
  "formula": "C2H4OS",
  "method": "ωB97M-V/def2-TZVPD",
  "symbols": ["C", "C", "O", "S", "H", "H", "H", "H"],
  "positions_angstrom": [[0.24, 0.45, -0.51], [-0.59, -0.94, 0.26], [-0.93, -1.86, -0.47], [-0.89, -0.83, 1.95], [0.15, -0.15, -1.48], [-0.53, 1.21, -0.66], [1.31, 1.13, -0.40], [-1.35, -2.17, 2.18]],
  "total_charge": 0,
  "homo_energy_ev": -10.075,
  "homo_lumo_gap_ev": 10.649,
  "e_lumo_ev": 0.57
}

---

--- C ---
{
  "formula": "C2H4OS",
  "method": "ωB97M-V/def2-TZVPD",
  "symbols": ["C", "C", "O", "S", "H", "H", "H", "H"],
  "positions_angstrom": [[1.29, -0.50, -0.22], [-0.20, -0.32, 0.10], [2.09, 0.43, 0.01], [3.68, -0.03, 0.06], [1.80, -1.42, -0.48], [-0.98, -0.99, -0.27], [-0.62, 0.60, -0.42], [-0.53, -0.21, 1.15]],
  "total_charge": 0,
  "homo_energy_ev": [-8.062, -8.059],
  "homo_lumo_gap_ev": [7.313, 7.307],
  "e_lumo_ev": [-0.75, -0.75]
}

---

It is A that is the most stable of them.

---

--- A ---
{
  "formula": "C5H9N",
  "method": "ωB97M-V/def2-TZVPD",
  "symbols": ["C", "N", "C", "C", "C", "C", "H", "H", "H", "H", "H", "H", "H", "H", "H"],
  "positions_angstrom": [[-1.83, 0.38, 1.38], [-0.67, 0.86, 0.55], [0.32, 0.00, 0.06], [0.59, -1.09, 0.75], [1.79, -0.25, -1.98], [0.84, 0.42, -1.23], [-2.22, -0.60, 1.12], [-2.58, 1.16, 1.40], [-1.54, 0.31, 2.43], [-0.63, 1.63, -0.21], [-0.10, -1.12, 1.61], [1.33, -1.89, 0.58], [2.02, 0.14, -3.04], [2.11, -1.33, -1.82], [0.57, 1.39, -1.59]],
  "total_charge": 1,
  "homo_energy_ev": [-14.564, -14.420],
  "homo_lumo_gap_ev": [10.081, 7.063],
  "multiplicity": 2,
  "e_lumo_ev": [-4.48, -7.36]
}

---

--- B ---
{
  "formula": "C5H9N",
  "method": "ωB97M-V/def2-TZVPD",
  "symbols": ["C", "N", "C", "C", "C", "C", "H", "H", "H", "H", "H", "H", "H", "H", "H"],
  "positions_angstrom": [[-0.05, 1.64, 0.71], [-0.39, -0.69, -2.20], [-0.59, -0.06, -1.08], [0.40, 0.55, -0.28], [-0.03, -1.10, 1.63], [-0.04, -0.91, 0.26], [0.27, 2.60, 0.33], [0.43, 1.45, 1.66], [-1.13, 1.66, 0.81], [0.15, -0.27, -2.95], [-0.99, -1.49, -2.41], [1.46, 0.69, -0.48], [-0.89, -0.85, 2.25], [0.87, -1.54, 2.03], [0.52, -1.68, -0.29]],
  "total_charge": 1,
  "homo_energy_ev": [-13.140, -15.448],
  "homo_lumo_gap_ev": [7.402, 9.435],
  "multiplicity": 2,
  "e_lumo_ev": [-5.74, -6.01]
}

---

It is A that is the most stable of them.

---

--- A ---
{
  "formula": "C8H12NOS",
  "method": "ωB97M-V/def2-TZVPD",
  "symbols": ["C", "C", "O", "C", "C", "N", "C", "C", "C", "C", "S", "H", "H", "H", "H", "H", "H", "H", "H", "H", "H", "H", "H"],
  "positions_angstrom": [[-1.09, -0.09, -2.07], [-0.98, -1.05, -0.92], [-1.10, -2.29, -1.07], [-0.48, -0.57, 0.48], [-1.28, 0.41, 1.27], [-0.31, -1.78, 1.25], [1.23, 0.07, 0.08], [1.81, 1.23, 0.04], [3.18, 1.16, -0.29], [3.63, -0.17, -0.40], [2.35, -1.28, -0.30], [-1.65, -0.54, -2.80], [-0.10, -0.05, -2.47], [-1.32, 1.02, -1.94], [-2.19, 0.07, 1.46], [-1.46, 1.32, 0.84], [-0.71, 0.70, 2.14], [-1.04, -1.71, 2.01], [0.65, -1.89, 1.65], [-0.63, -2.48, 0.37], [1.41, 2.18, 0.41], [3.80, 2.07, -0.05], [4.57, -0.59, -0.60]],
  "total_charge": 1,
  "homo_energy_ev": -12.709,
  "homo_lumo_gap_ev": 8.995,
  "e_lumo_ev": -3.71
}

---

--- B ---
{
  "formula": "C8H12NOS",
  "method": "ωB97M-V/def2-TZVPD",
  "symbols": ["C", "C", "C", "C", "C", "C", "C", "C", "N", "O", "S", "H", "H", "H", "H", "H", "H", "H", "H", "H", "H", "H", "H"],
  "positions_angstrom": [[3.88, 1.06, 0.85], [2.66, 0.55, 1.29], [4.30, 0.45, -0.27], [2.12, -0.38, 0.45], [-0.27, -1.08, -0.95], [-0.84, -0.12, 1.06], [0.99, -1.29, 0.66], [-2.58, -0.18, -0.90], [-1.49, -0.76, -0.13], [0.05, -1.03, 1.60], [3.17, -0.68, -0.88], [4.25, 1.94, 1.27], [2.17, 0.85, 2.24], [5.02, 0.85, -0.99], [0.05, -0.26, -1.56], [-0.34, -2.04, -1.45], [-0.50, 0.97, 0.76], [-1.68, -0.04, 1.79], [1.28, -2.38, 0.43], [-2.22, 0.85, -0.83], [-2.42, -0.66, -1.86], [-3.55, -0.31, -0.43], [-1.72, -1.71, 0.27]],
  "total_charge": 1,
  "homo_energy_ev": -12.049,
  "homo_lumo_gap_ev": 8.868,
  "e_lumo_ev": -3.18
}

---

--- C ---
{
  "formula": "C8H12NOS",
  "method": "ωB97M-V/def2-TZVPD",
  "symbols": ["C", "C", "C", "O", "S", "C", "C", "N", "C", "C", "C", "H", "H", "H", "H", "H", "H", "H", "H", "H", "H", "H", "H"],
  "positions_angstrom": [[4.29, 0.88, -1.06], [3.37, 0.40, -0.49], [2.29, -0.24, 0.11], [1.88, -0.02, 1.19], [1.44, -1.31, -1.06], [0.25, -1.93, 0.10], [-1.19, -1.50, -0.19], [-1.18, -0.09, -0.24], [-2.60, 0.48, -0.20], [-0.56, 0.79, 0.83], [-0.13, 1.96, 0.52], [5.05, 1.43, -1.54], [0.56, -1.48, 1.04], [0.28, -3.04, 0.09], [-1.68, -1.90, -1.06], [-1.91, -1.86, 0.64], [-0.83, 0.24, -1.09], [-3.19, -0.37, -0.53], [-2.86, 0.84, 0.93], [-2.74, 1.24, -0.95], [-0.93, 0.47, 1.83], [0.26, 2.40, -0.35], [0.11, 2.59, 1.49]],
  "total_charge": 1,
  "homo_energy_ev": -13.410,
  "homo_lumo_gap_ev": 10.149,
  "e_lumo_ev": -3.26
}

---

It is A that is the most stable of them.